No. 1
Molecular formula: C14H15CdF6N4O10S2
Method: DFT, ωB97M-V/def2-TZVPD

As for the energy above the lowest of the compared OMol25 structures with the same formula, charge and spin: 89.3 kJ/mol. Its frontier orbital gap is 8.70 eV. As for the charge: -1.

```
52
Properties=species:S:1:pos:R:3:mulliken_charge:R:1
Cd -0.538 1.708 -0.457 2.30
O 1.846 0.883 -0.336 -0.62
C 2.216 1.002 1.032 -0.87
C 1.141 0.530 1.999 -0.78
N -0.143 1.221 1.844 0.45
C -0.147 2.556 2.444 -0.69
C 0.503 3.660 1.584 0.63
O 1.109 4.534 2.183 -0.74
O 0.318 3.595 0.313 -0.75
C -1.264 0.342 2.184 -0.60
C -1.448 -0.757 1.124 0.50
O -1.574 -1.917 1.499 -0.78
O -1.462 -0.355 -0.094 -0.63
H 1.703 -0.063 -0.554 0.47
H 2.460 2.051 1.198 0.47
H 3.125 0.422 1.229 0.38
H 1.510 0.660 3.026 0.19
H 0.968 -0.538 1.841 0.54
H 0.337 2.563 3.424 0.19
H -1.191 2.854 2.571 0.39
H -2.168 0.956 2.184 0.36
H -1.145 -0.129 3.164 0.19
F -0.358 3.110 -4.745 -0.22
C -1.497 2.971 -4.072 0.59
F -2.530 3.207 -4.872 -0.22
F -1.519 3.843 -3.069 -0.19
S -1.595 1.262 -3.448 1.04
O -0.361 1.144 -2.649 -0.88
O -1.657 0.434 -4.607 -0.67
N -2.929 1.205 -2.640 -0.41
S -3.597 2.098 -1.523 0.84
O -4.388 3.159 -2.065 -0.57
O -2.741 2.453 -0.387 -0.79
C -4.799 0.870 -0.822 0.66
F -4.974 1.150 0.465 -0.24
F -4.394 -0.372 -0.937 -0.18
F -5.962 1.007 -1.445 -0.24
N 4.456 -3.450 1.982 -0.34
C 3.882 -4.304 1.089 0.22
O 4.262 -5.451 0.951 -0.63
C 2.766 -3.744 0.268 0.59
C 1.724 -4.583 -0.104 -0.35
C 0.683 -4.060 -0.836 -0.57
C 0.712 -2.714 -1.181 -0.34
N 1.719 -1.903 -0.854 -0.47
C 2.725 -2.424 -0.142 -0.57
H 5.175 -3.817 2.580 0.21
H 4.024 -2.574 2.214 0.19
H 1.746 -5.622 0.197 0.45
H -0.165 -4.667 -1.120 0.41
H -0.110 -2.260 -1.715 0.35
H 3.546 -1.750 0.087 0.68
```

No. 2
Molecular formula: C4H3ClF2
Method: DFT, ωB97M-V/def2-TZVPD

As for the energy above the lowest of the compared OMol25 structures with the same formula, charge and spin: 468.8 kJ/mol. Its frontier orbital gap (spin up / spin down) is 6.49 / 7.54 eV.

```
10
Properties=species:S:1:pos:R:3:mulliken_charge:R:1
C -1.953 -0.244 -0.173 -0.55
C -0.759 0.218 -0.001 -0.06
C 0.491 -0.533 0.059 0.06
C 2.369 0.525 0.399 0.21
F 3.152 0.328 -0.643 -0.13
F 1.878 1.759 0.321 -0.15
Cl 0.384 -2.229 0.309 -0.14
H -2.962 0.342 -0.225 0.24
H -2.008 -1.353 -0.336 0.16
H -0.593 1.187 0.290 0.35
```

No. 3
Molecular formula: C6H12NO
Method: DFT, ωB97M-V/def2-TZVPD

As for the energy above the lowest of the compared OMol25 structures with the same formula, charge and spin: 124.9 kJ/mol. Its frontier orbital gap is 5.31 eV. As for the charge: -1.

```
20
Properties=species:S:1:pos:R:3:mulliken_charge:R:1
C 1.035 1.484 -0.669 -0.73
N 1.975 0.339 -0.669 -0.35
C 2.468 -0.078 0.618 -0.38
O 1.486 -0.415 1.599 -0.65
C -0.527 1.113 -0.636 -0.53
C -1.115 -0.054 0.079 -0.70
C -2.017 -1.024 -0.330 0.15
C -2.616 -2.038 0.339 -1.09
H 1.081 1.955 -1.666 0.36
H 1.267 2.091 0.209 0.32
H 1.502 -0.420 -1.147 0.30
H 3.132 -0.958 0.685 0.25
H 2.962 0.764 1.145 0.24
H -1.013 2.045 -0.294 0.24
H -0.782 1.022 -1.696 0.30
H 0.581 -0.352 1.244 0.23
H -0.976 0.021 1.199 0.39
H -2.357 -0.882 -1.372 0.14
H -2.604 -2.054 1.430 0.24
H -3.481 -2.558 -0.068 0.24
```

No. 4
Molecular formula: C3H9NO2
Method: DFT, ωB97M-V/def2-TZVPD

As for the SMILES: CNC(C)=O.O. As for the energy above the lowest of the compared OMol25 structures with the same formula, charge and spin: 193.6 kJ/mol. Its frontier orbital gap is 10.36 eV.

```
15
Properties=species:S:1:pos:R:3:mulliken_charge:R:1
C -2.166 -1.225 -0.925 -0.79
C -0.709 -0.834 -1.062 0.60
C 0.779 0.828 0.066 -0.79
H 2.866 0.095 2.066 0.35
H 2.129 1.326 1.893 0.23
H -2.702 -0.301 -0.485 0.19
H -2.449 -2.077 -0.314 0.25
H -2.483 -1.528 -1.951 0.25
H -1.348 0.991 -0.221 0.27
H 1.490 0.001 -0.198 0.35
H 1.221 1.805 -0.395 0.30
H 0.722 1.070 1.298 0.21
N -0.438 0.340 -0.362 -0.20
O 2.974 1.013 2.221 -0.65
O 0.113 -1.505 -1.629 -0.58
```

No. 5
Molecular formula: C4H6N
Method: DFT, ωB97M-V/def2-TZVPD

As for the SMILES: CC=[N+]1C=C1. As for the energy above the lowest of the compared OMol25 structures with the same formula, charge and spin: 335.2 kJ/mol. Its frontier orbital gap is 10.74 eV. As for the charge: +1.

```
11
Properties=species:S:1:pos:R:3:mulliken_charge:R:1
C 2.006 -0.784 0.000 -0.06
C 2.233 0.507 0.004 -0.08
C -2.101 -0.241 -0.001 -0.80
C -0.405 0.347 -0.004 0.10
N 0.888 0.084 -0.005 -0.11
H 2.239 -1.825 0.001 0.37
H 2.810 1.402 -0.003 0.36
H -2.426 0.023 0.994 0.33
H -2.133 -1.301 -0.204 0.32
H -2.544 0.361 -0.779 0.31
H -0.567 1.426 -0.002 0.26
```

No. 6
Molecular formula: C39H55AuBN6SbSi3
Method: DFT, ωB97M-V/def2-TZVPD

Its frontier orbital gap is 4.39 eV. As for the charge: +2.

```
106
Properties=species:S:1:pos:R:3:mulliken_charge:R:1
Au -0.173 1.016 0.372 1.43
C -5.063 0.136 2.846 -1.50
C -4.188 0.213 1.654 0.47
C -4.579 0.099 0.334 -0.82
C -3.401 0.173 -0.418 -0.62
N -2.368 0.323 0.424 -0.11
N -2.845 0.354 1.679 0.93
B -2.010 0.717 2.928 -0.84
N -0.751 -0.159 3.103 0.48
N 0.274 -0.140 2.241 -0.20
C 1.269 -0.881 2.729 -1.27
C 0.859 -1.410 3.958 -1.06
C -0.418 -0.916 4.171 0.75
C -1.285 -1.166 5.347 -1.47
C 2.559 -1.031 2.075 0.69
C 3.350 -2.155 2.319 -0.73
C 4.615 -2.252 1.770 -0.76
C 5.117 -1.224 0.986 -0.56
C 4.340 -0.101 0.746 -0.65
C 3.064 -0.011 1.270 0.00
N -1.578 2.184 2.778 0.97
N -0.790 2.601 1.780 -0.45
C -0.572 3.913 1.925 0.00
C -1.268 4.347 3.064 -1.37
C -1.893 3.225 3.577 0.77
C -2.763 3.143 4.775 -1.25
C 0.270 4.709 1.051 0.40
C 1.097 4.121 0.093 1.15
C 1.916 4.892 -0.708 -0.43
C 1.923 6.273 -0.569 -0.66
C 1.111 6.872 0.381 -0.86
C 0.293 6.101 1.183 -0.67
C -3.264 -0.028 -1.853 -0.10
C -2.088 0.294 -2.527 1.38
C -1.929 -0.028 -3.862 -0.24
C -2.957 -0.638 -4.562 -1.03
C -4.156 -0.907 -3.922 -0.86
C -4.308 -0.612 -2.579 -0.78
H -6.067 -0.133 2.532 0.45
H -5.108 1.093 3.363 0.19
H -4.708 -0.613 3.549 0.27
H -5.582 0.002 -0.019 0.60
H -2.685 0.591 3.879 -0.01
H 1.425 -2.028 4.623 0.62
H -0.785 -1.848 6.029 0.45
H -2.235 -1.603 5.044 0.27
H -1.489 -0.238 5.876 0.23
H 2.977 -2.943 2.956 0.42
H 5.227 -3.117 1.976 0.44
H 6.118 -1.285 0.589 0.49
H 4.754 0.724 0.187 0.58
H 2.468 0.879 1.124 0.85
H -1.303 5.333 3.473 0.50
H -2.855 4.129 5.223 0.39
H -2.351 2.461 5.516 0.24
H -3.759 2.792 4.509 0.18
H 1.092 3.034 -0.003 -0.47
H 2.566 4.431 -1.437 0.43
H 2.561 6.878 -1.193 0.44
H 1.121 7.944 0.500 0.41
H -0.335 6.582 1.914 0.36
H -1.329 0.851 -1.994 0.08
H -1.004 0.204 -4.369 0.17
H -2.828 -0.883 -5.605 0.49
H -4.967 -1.356 -4.472 0.43
H -5.240 -0.843 -2.084 0.38
C 1.928 -3.649 -3.931 -1.04
Si 2.627 -2.948 -2.304 0.43
C 4.247 -1.987 -2.530 -0.82
C 2.815 -4.212 -0.900 -0.72
Sb 0.729 -1.026 -1.345 -0.22
Si 1.726 1.003 -3.236 0.47
C 3.332 1.518 -2.335 -0.60
C 1.968 0.130 -4.923 -1.15
C 0.544 2.503 -3.315 -0.83
Si -1.181 -3.158 -0.408 0.39
C -3.010 -2.889 0.039 -0.56
C -0.190 -3.578 1.163 -0.17
C -1.061 -4.366 -1.882 -1.16
H 2.551 -4.478 -4.255 0.45
H 1.936 -2.917 -4.731 0.35
H 0.917 -4.027 -3.836 0.28
H 5.018 -2.668 -2.883 0.54
H 4.591 -1.575 -1.585 0.02
H 4.171 -1.189 -3.258 0.25
H 3.724 -4.787 -1.063 0.49
H 1.993 -4.921 -0.849 0.41
H 2.918 -3.719 0.063 -0.09
H 4.034 0.701 -2.212 0.19
H 3.113 1.915 -1.348 -0.10
H 3.840 2.297 -2.899 0.62
H 3.010 -0.121 -5.104 0.42
H 1.660 0.793 -5.727 0.53
H 1.383 -0.781 -5.016 0.24
H 0.235 2.846 -2.330 0.03
H -0.355 2.309 -3.893 0.49
H 1.057 3.336 -3.793 0.50
H -3.129 -2.267 0.921 -0.11
H -3.465 -3.857 0.257 0.63
H -3.580 -2.443 -0.770 0.23
H -0.133 -2.717 1.820 -0.38
H 0.822 -3.910 0.967 0.22
H -0.695 -4.368 1.711 0.57
H -1.282 -3.880 -2.828 0.35
H -1.800 -5.150 -1.747 0.50
H -0.093 -4.849 -1.953 0.32
```

No. 7
Molecular formula: BaH28O14
Method: DFT, ωB97M-V/def2-TZVPD

Its frontier orbital gap is 10.88 eV. As for the charge: +2.

```
43
Properties=species:S:1:pos:R:3:mulliken_charge:R:1
Ba 0.610 0.248 -0.550 1.33
O 1.703 -2.478 -1.357 -0.49
H 1.589 -3.153 -0.688 0.39
H 2.038 -2.951 -2.119 0.22
O 1.434 0.675 -3.364 -0.40
H 0.904 0.564 -4.154 0.24
H 2.264 1.032 -3.680 0.25
O -3.669 0.012 -0.826 -0.63
H -4.166 -0.677 -1.267 0.28
H -4.336 0.585 -0.448 0.26
O -1.343 -2.759 1.674 -0.58
H -1.517 -3.016 0.768 0.27
H -1.394 -1.803 1.666 0.32
O -1.547 0.356 1.067 -0.19
H -1.632 0.647 1.975 0.17
H -2.433 0.416 0.711 0.14
O -1.005 2.097 -1.494 -0.42
H -1.479 2.337 -0.697 0.29
H -1.452 2.576 -2.192 0.21
O 1.158 1.772 1.866 -0.50
H 1.737 2.452 2.210 0.26
H 0.311 1.948 2.277 0.21
O -1.722 3.799 0.698 -0.59
H -2.076 4.662 0.912 0.30
H -1.276 3.518 1.497 0.26
O 1.480 -4.411 0.237 -0.62
H 0.865 -4.586 0.949 0.30
H 1.647 -5.269 -0.153 0.29
O 1.703 2.673 -1.135 -0.37
H 1.334 3.189 -1.852 0.24
H 2.309 3.269 -0.697 0.22
O -1.367 -1.300 -1.632 -0.39
H -1.549 -2.220 -1.827 0.22
H -2.227 -0.879 -1.642 0.30
O 1.655 -1.254 1.477 -0.30
H 1.522 -1.358 2.419 0.18
H 2.554 -1.548 1.328 0.22
O -1.736 -0.426 3.793 -0.65
H -1.272 0.264 4.268 0.33
H -1.077 -1.105 3.651 0.32
O 3.530 0.445 -1.160 -0.45
H 3.876 0.743 -2.001 0.24
H 4.051 0.912 -0.507 0.29
```

No. 8
Molecular formula: C5H13N2O
Method: DFT, ωB97M-V/def2-TZVPD

As for the SMILES: N/C=[NH+]\CCCCO. As for the energy above the lowest of the compared OMol25 structures with the same formula, charge and spin: 142.2 kJ/mol. Its frontier orbital gap is 9.95 eV. As for the charge: +1.

```
21
Properties=species:S:1:pos:R:3:mulliken_charge:R:1
C 1.264 -0.425 2.075 -0.50
O 2.181 0.638 2.472 -0.53
C 0.793 -0.027 0.673 -0.43
C 0.310 -1.174 -0.250 -0.77
C -1.116 -1.282 -0.822 -0.79
N -0.408 1.202 -2.191 -0.24
C -1.434 1.070 -1.380 -0.02
N -1.874 0.009 -0.790 -0.03
H 0.419 -0.423 2.755 0.35
H 1.917 -1.297 2.012 0.27
H 2.072 0.811 3.408 0.31
H 1.663 0.402 0.182 0.28
H 0.063 0.777 0.765 0.34
H 0.961 -1.177 -1.129 0.38
H 0.606 -2.125 0.201 0.49
H -1.026 -1.624 -1.851 0.32
H -1.743 -1.984 -0.278 0.41
H 0.217 0.453 -2.418 0.24
H -0.062 2.141 -2.330 0.27
H -1.944 2.003 -1.156 0.37
H -2.771 -0.054 -0.325 0.27
```

No. 9
Molecular formula: C5H11N2
Method: DFT, ωB97M-V/def2-TZVPD

As for the SMILES: C[N+]1([C@@H]2CN2)CC1. As for the energy above the lowest of the compared OMol25 structures with the same formula, charge and spin: 435.3 kJ/mol. Its frontier orbital gap is 11.29 eV. As for the charge: +1.

```
18
Properties=species:S:1:pos:R:3:mulliken_charge:R:1
C 0.612 2.036 -0.599 -0.46
C 0.280 -1.803 -0.135 -0.30
C -0.610 -1.035 -1.017 -0.27
C 0.785 0.868 0.291 -0.10
C -1.187 -0.268 1.341 -0.97
N 1.623 0.994 -0.838 -0.55
N -0.227 -0.495 0.304 0.34
H -0.183 2.070 -1.336 0.26
H 1.046 2.923 -0.166 0.28
H 0.092 -2.728 0.450 0.26
H 1.350 -1.934 -0.389 0.21
H -0.240 -0.319 -1.813 0.18
H -1.707 -1.105 -1.272 0.26
H 1.080 1.129 1.292 0.48
H -1.909 0.548 1.520 0.37
H -1.780 -1.150 1.587 0.37
H -0.595 -0.050 2.354 0.34
H 1.572 0.318 -1.573 0.27
```

No. 10
Molecular formula: C5H6O2
Method: DFT, ωB97M-V/def2-TZVPD

As for the SMILES: C/C(C=C=O)=C/O. As for the energy above the lowest of the compared OMol25 structures with the same formula, charge and spin: 201.4 kJ/mol. Its frontier orbital gap is 8.78 eV.

```
13
Properties=species:S:1:pos:R:3:mulliken_charge:R:1
C 0.115 -0.637 -2.354 0.51
C 0.265 1.098 1.107 -0.27
C 0.311 -0.068 -1.157 -0.91
C -0.085 0.033 0.398 1.15
C -0.820 -1.146 0.936 -1.21
O 0.030 -1.087 -3.423 -0.39
O 0.909 2.217 0.702 -0.50
H 0.021 1.138 2.160 0.30
H 1.128 0.641 -1.329 0.09
H 1.142 2.157 -0.235 0.28
H -0.185 -2.031 0.901 0.29
H -1.703 -1.344 0.330 0.32
H -1.126 -0.972 1.964 0.34
```

No. 11
Molecular formula: C2H2Cl3NSi
Method: DFT, ωB97M-V/def2-TZVPD

As for the energy above the lowest of the compared OMol25 structures with the same formula, charge and spin: 419.1 kJ/mol. Its frontier orbital gap (spin up / spin down) is 9.04 / 8.62 eV.

```
9
Properties=species:S:1:pos:R:3:mulliken_charge:R:1
C -1.073 -1.292 0.470 0.48
C -0.727 0.022 0.449 -0.82
N -1.421 -2.318 0.929 -0.39
Si 1.007 0.440 -0.207 0.78
Cl 1.922 -0.562 -1.681 -0.18
Cl 0.931 2.378 -0.820 -0.21
Cl 1.963 0.106 1.542 -0.21
H -1.305 0.592 1.007 0.48
H -1.296 0.633 -1.690 0.07
```

No. 12
Molecular formula: C34H37ClN5O2SSiTi
Method: DFT, ωB97M-V/def2-TZVPD

As for the energy above the lowest of the compared OMol25 structures with the same formula, charge and spin: 0.0 kJ/mol. Its frontier orbital gap is 5.67 eV. As for the charge: -1.

```
82
Properties=species:S:1:pos:R:3:mulliken_charge:R:1
Ti -0.940 -0.222 -1.147 -0.57
C -5.201 -0.903 -0.816 -1.65
C -3.711 -0.998 -0.722 0.74
N -2.885 -0.217 -1.506 1.70
N -3.517 0.516 -2.496 -1.41
C -2.715 0.941 -3.400 0.61
N -3.209 1.784 -4.397 -0.57
S -1.007 0.557 -3.447 -0.60
C -3.017 -1.846 0.089 -0.25
C -3.555 -2.822 0.998 -0.89
C -2.749 -3.717 1.607 -0.76
C -1.334 -3.687 1.339 -0.91
C -0.840 -2.713 0.543 -0.47
N -1.612 -1.748 -0.056 1.28
H -5.501 0.123 -1.022 0.41
H -5.665 -1.222 0.117 0.50
H -5.604 -1.522 -1.624 0.18
H -4.213 1.722 -4.481 0.26
H -2.729 1.685 -5.278 0.26
H -4.625 -2.843 1.160 0.30
H -3.161 -4.459 2.280 0.37
H -0.663 -4.414 1.776 0.47
H 0.221 -2.634 0.346 0.21
C -0.977 1.535 0.025 -0.76
Si 0.612 2.148 0.727 -0.69
C 0.899 1.294 2.386 -1.29
N 0.569 -0.140 2.302 0.79
C 1.722 -1.022 2.434 -0.69
C 2.263 -1.106 3.864 -0.74
C 1.146 -1.525 4.819 -0.72
C -0.050 -0.585 4.678 -0.82
C -0.500 -0.531 3.216 -0.54
C 0.569 4.005 1.116 0.30
C -0.566 4.564 1.712 -0.37
C -0.621 5.909 2.049 -0.65
C 0.467 6.733 1.790 -0.44
C 1.602 6.202 1.195 -0.70
C 1.648 4.853 0.864 -0.19
C 2.076 1.899 -0.427 0.95
C 1.899 2.062 -1.804 -0.48
C 2.948 1.883 -2.693 -0.66
C 4.207 1.540 -2.219 -0.52
C 4.408 1.383 -0.857 -0.77
C 3.351 1.562 0.026 -0.21
H -1.429 2.271 -0.653 0.79
H -1.703 1.351 0.828 0.42
H 0.239 1.787 3.112 0.64
H 1.911 1.470 2.772 0.36
H 2.491 -0.703 1.729 0.24
H 1.409 -2.026 2.124 0.34
H 2.659 -0.132 4.172 0.28
H 3.096 -1.814 3.902 0.43
H 1.505 -1.549 5.851 0.41
H 0.827 -2.544 4.566 0.25
H 0.232 0.418 5.018 0.28
H -0.881 -0.915 5.308 0.44
H -1.336 0.160 3.084 0.51
H -0.857 -1.518 2.914 -0.04
H -1.430 3.935 1.901 0.34
H -1.515 6.318 2.505 0.39
H 0.426 7.785 2.046 0.35
H 2.451 6.841 0.984 0.38
H 2.538 4.455 0.387 0.27
H 0.918 2.307 -2.198 0.52
H 2.776 1.994 -3.757 0.41
H 5.024 1.379 -2.911 0.35
H 5.385 1.101 -0.481 0.38
H 3.529 1.425 1.087 0.27
Cl -0.221 -5.854 -5.935 -0.25
C 0.307 -4.672 -4.764 0.47
C -0.614 -4.126 -3.890 -1.44
C -0.189 -3.181 -2.967 0.23
C 1.145 -2.796 -2.917 0.22
C 2.056 -3.374 -3.796 -0.77
C 1.644 -4.308 -4.730 -0.66
C 1.666 -1.784 -1.927 -0.25
O 2.855 -1.706 -1.699 -0.67
O 0.770 -1.015 -1.363 0.71
H -1.651 -4.431 -3.931 0.45
H -0.911 -2.754 -2.282 1.00
H 3.092 -3.070 -3.731 0.48
H 2.344 -4.751 -5.425 0.42
```

What did the fourth record say?
Molecular formula: C3H9NO2
Method: DFT, ωB97M-V/def2-TZVPD

As for the SMILES: CNC(C)=O.O. As for the energy above the lowest of the compared OMol25 structures with the same formula, charge and spin: 193.6 kJ/mol. Its frontier orbital gap is 10.36 eV.

```
15
Properties=species:S:1:pos:R:3:mulliken_charge:R:1
C -2.166 -1.225 -0.925 -0.79
C -0.709 -0.834 -1.062 0.60
C 0.779 0.828 0.066 -0.79
H 2.866 0.095 2.066 0.35
H 2.129 1.326 1.893 0.23
H -2.702 -0.301 -0.485 0.19
H -2.449 -2.077 -0.314 0.25
H -2.483 -1.528 -1.951 0.25
H -1.348 0.991 -0.221 0.27
H 1.490 0.001 -0.198 0.35
H 1.221 1.805 -0.395 0.30
H 0.722 1.070 1.298 0.21
N -0.438 0.340 -0.362 -0.20
O 2.974 1.013 2.221 -0.65
O 0.113 -1.505 -1.629 -0.58
```